# 1
Here is 8 unconnected molecules or ions with the total composition C53H123N7O13 in a non-equilibrium geometry from the OMol25 dataset. Energies are from wB97M-V/def2-TZVPD.

```
196
Properties=species:S:1:pos:R:3:forces:R:3
H 2.405 0.141 8.013 -0.3 0.0 -0.1
C -0.827 -2.530 -6.919 0.8 1.4 -1.3
H -3.980 -8.883 2.880 -0.1 -1.4 1.2
H -2.581 3.240 -1.113 0.2 0.1 0.7
H 3.144 -1.092 -0.771 -0.7 -0.2 0.3
C 1.529 0.063 -5.180 -1.8 -0.5 0.5
H 1.524 0.316 -4.117 0.6 -0.2 0.0
H -2.660 -8.563 1.731 -0.3 -0.1 -0.1
H 6.342 -1.475 -1.026 -0.2 0.8 0.6
C 0.920 -3.069 3.318 -1.0 0.6 0.1
H 1.053 6.281 2.068 -0.7 0.6 -0.5
N 2.876 4.855 0.172 -0.1 0.7 1.4
H -0.390 -5.166 -3.823 0.5 0.3 0.1
H 2.995 3.772 -2.111 -0.1 0.5 0.0
H 3.991 2.462 -3.542 0.2 0.4 -0.1
O 5.108 -0.845 3.935 1.6 0.2 0.8
H 0.233 0.874 -1.594 -0.5 -0.4 0.2
C -0.555 0.577 -0.867 1.3 -2.3 0.2
H 7.112 5.534 -3.602 -0.4 -0.2 -0.1
C 2.101 6.148 2.234 -0.7 0.6 0.7
C 1.465 3.793 1.854 -0.8 -0.2 0.7
C -4.075 2.885 -2.438 0.4 -0.1 -1.0
H -0.576 2.191 5.136 -0.7 0.9 0.1
H -1.158 -2.528 4.971 0.2 -0.3 0.3
H -0.859 -2.845 -7.974 0.3 -0.1 0.3
H 2.405 -3.601 1.925 0.3 0.0 0.1
C 0.081 -0.494 0.205 -1.9 2.2 -0.6
H -3.339 -2.891 -0.845 -0.9 0.1 -0.6
H 3.580 -1.545 5.004 -0.1 -0.7 0.5
O 0.940 0.214 1.097 -1.3 0.7 -1.3
H 2.685 6.921 1.782 0.2 0.8 0.0
C -1.017 0.189 -5.249 -0.3 -0.5 1.7
C 0.035 -4.175 -3.555 -2.0 -0.2 -2.1
C 2.896 -0.534 3.292 -2.5 0.8 0.7
H 6.498 0.336 -1.011 -0.4 -0.2 0.3
H -6.150 3.796 -2.428 0.6 0.0 -0.6
H -1.965 -0.268 -5.580 0.3 0.1 0.5
H 3.054 0.406 2.747 0.5 -0.2 -0.1
C 6.808 5.294 -2.576 -0.4 -0.1 0.5
H 0.232 -2.318 2.864 0.5 -0.1 0.2
H 1.280 -1.819 -6.720 -0.8 -0.5 -0.5
C 6.105 3.029 -3.085 -1.1 -0.6 -0.1
H 4.136 3.347 2.169 -0.6 0.6 -0.3
C 5.845 0.319 3.599 -0.3 0.1 -0.1
N 0.242 -1.892 -4.416 -0.6 -0.2 0.5
C -3.321 -6.714 -0.298 -2.0 -0.7 -1.0
H -2.415 0.444 -1.600 -0.1 0.2 -0.2
H 0.216 -0.800 -7.621 -0.1 0.8 0.4
C -5.335 3.514 -3.120 0.2 -0.9 0.3
C -2.071 -7.172 3.860 0.6 -1.8 0.7
H 1.612 4.536 -2.840 -0.4 0.0 -0.8
C 3.763 4.376 2.398 -0.4 -1.2 0.5
H 3.028 1.374 -0.275 -0.5 -0.1 0.1
C 1.802 5.056 -0.831 -0.1 1.0 0.2
H -5.481 -7.602 2.140 -0.8 0.6 0.0
O -2.259 -1.796 3.193 -0.3 -0.2 -0.6
C 0.169 -0.772 -5.379 1.2 1.2 -0.6
H -5.021 4.372 -3.709 0.0 0.2 0.2
H -5.689 2.784 -3.861 -0.3 0.2 0.2
H -3.881 -4.964 -1.429 0.5 -0.4 0.0
C 1.947 -0.667 7.398 1.5 1.0 0.8
H 1.255 3.037 -0.750 -0.5 0.2 0.2
H -0.294 0.506 7.149 -0.7 0.1 0.0
H 5.610 0.624 2.585 -0.1 0.2 -0.4
H -0.335 -3.277 6.418 0.2 0.4 -0.8
C -4.585 2.085 0.289 0.1 0.0 1.3
O -1.640 -0.139 -1.540 0.8 0.9 0.7
C -0.562 -3.152 -4.606 -0.1 1.0 3.5
H 3.073 5.526 -2.591 -0.3 -0.5 0.3
O -3.156 -7.032 2.998 0.0 1.3 0.0
H 5.184 1.194 -3.267 -0.3 0.0 -0.2
H -1.045 0.461 -4.151 -0.5 -0.1 -1.1
C 0.289 3.953 0.941 -1.4 0.2 -0.2
H -5.548 -0.509 0.398 0.6 -0.1 -0.1
H -3.591 1.686 0.511 0.3 0.4 0.4
H 3.702 -1.643 1.841 -0.2 -0.4 -0.1
H -1.627 -3.191 -1.089 0.1 0.2 0.0
H 3.672 0.175 5.124 0.4 0.7 0.4
H -2.004 -6.320 4.554 -0.4 -0.4 -0.1
H -0.325 -3.959 -2.582 -0.1 0.4 0.9
O 0.062 -1.463 -3.069 0.6 0.1 -0.2
C 0.233 -1.434 -6.734 1.0 -0.6 -0.9
C -4.713 -7.704 1.397 1.3 0.4 0.6
H -5.390 4.120 -0.103 0.2 -0.4 -0.3
C -2.907 3.022 -3.489 -2.1 -0.9 1.0
H -2.440 1.489 3.603 0.9 -0.4 -0.2
C 1.162 6.500 -0.923 -0.7 -0.6 0.4
H 2.809 -1.238 7.065 -0.3 -0.6 0.2
H 3.495 4.353 3.470 0.2 0.1 -0.4
H 5.666 1.196 4.251 0.0 -0.6 0.0
C -3.573 3.668 -1.258 0.2 0.4 0.6
H -4.040 -2.763 2.612 0.5 0.0 0.5
O -4.480 0.626 -3.055 -0.2 -0.8 -1.1
H -5.407 0.783 -3.318 0.3 0.1 0.3
H 4.207 2.856 -1.128 0.1 0.8 0.5
H -3.622 -0.572 4.028 -0.1 0.5 0.6
H -0.928 1.117 -5.796 0.5 0.1 -0.3
H -2.220 -8.175 4.384 0.4 1.3 0.0
H -0.445 3.103 1.111 0.7 1.1 -0.2
H 6.800 -0.599 0.468 0.9 -0.1 0.5
H 0.782 1.415 4.360 -0.4 -0.1 0.6
O 4.877 -0.471 0.114 0.3 -0.1 -1.0
H 1.059 3.865 2.903 0.9 -0.4 -0.7
C 2.501 4.853 1.623 1.9 -1.7 0.7
H 2.717 1.010 -2.037 0.0 -0.3 0.7
C -3.162 -2.914 3.291 -0.3 1.3 -1.7
C 2.369 -2.936 2.790 -0.5 -0.4 0.6
H 6.323 6.190 -2.121 0.5 -0.6 -0.3
H 0.970 1.713 6.928 -0.1 0.2 0.0
N -0.998 0.225 4.577 0.3 -0.3 -0.4
H -0.824 -0.862 0.747 0.6 -0.1 -0.2
C -6.560 1.385 -1.176 1.9 1.0 1.2
H -3.997 4.065 0.950 -0.1 -0.6 -1.5
C -2.450 -3.247 -0.378 0.7 -0.3 0.5
H 0.633 6.620 -1.899 1.0 0.0 0.3
H -0.851 1.505 -0.396 -0.5 0.0 0.4
H -2.617 -2.292 -4.885 0.5 -0.6 0.2
H -1.800 -2.025 -6.789 0.2 -0.7 0.4
H -3.517 -3.043 4.288 -0.2 -0.1 0.9
H -7.021 1.222 -0.205 -0.5 -0.2 -0.1
C -4.771 -0.277 -0.352 -2.2 1.0 -0.4
O 3.873 5.898 0.117 -1.9 0.8 0.0
H -6.875 0.642 -1.888 -0.5 0.0 -0.4
H -3.472 -0.299 2.306 0.3 -0.3 0.1
H -0.830 -1.102 -2.873 0.2 -0.1 -0.4
H -2.470 -3.942 -4.303 -0.8 -0.9 0.4
H 6.293 3.078 -4.175 0.2 0.4 0.4
H -0.113 4.082 -1.138 -0.1 0.2 -0.4
H 6.905 2.514 -2.564 0.5 -0.1 -0.1
C 2.441 4.713 -2.184 0.0 0.3 0.4
H -5.190 1.907 1.216 0.3 0.0 -0.8
C 4.845 2.179 -2.908 0.7 -1.4 -0.5
C 3.459 1.004 -1.196 0.0 0.6 -0.9
N 2.803 -1.625 2.318 0.0 0.8 0.4
C -2.051 -2.972 -4.205 0.4 1.5 -1.4
N 4.496 1.998 -1.535 0.3 -0.8 0.9
H 1.087 -4.156 -3.596 1.3 -0.1 0.0
H -0.241 4.933 1.077 0.2 -0.9 0.5
O -2.592 -4.569 0.100 0.3 0.4 -0.2
H 2.980 -3.356 3.608 0.2 0.0 -0.3
H 0.540 -3.945 -6.192 1.8 -0.2 -0.3
H -3.165 2.516 -4.398 0.0 -0.3 -0.5
H -6.747 2.460 -1.449 0.0 -1.6 0.1
C -0.431 -3.619 -5.976 -2.0 -0.9 -1.4
H 1.508 1.010 -5.696 -0.2 0.3 -0.5
C -0.397 -3.253 5.303 -0.9 0.3 0.8
C 3.954 -0.417 -0.959 0.4 0.9 -1.1
H 6.900 0.056 3.614 0.1 0.0 0.2
H -4.890 -0.942 -1.175 -0.1 -0.7 -0.6
H 1.886 -0.331 3.737 0.5 -0.5 -0.4
H 1.935 7.257 -0.723 -0.4 -0.1 -0.4
H -2.398 -7.031 0.139 0.5 -0.6 0.8
H 2.403 -0.490 -5.523 -0.1 -0.2 0.4
N -4.129 1.444 -1.999 -0.4 1.1 0.6
H -2.184 -5.574 -1.704 -0.1 0.3 0.2
C -0.078 1.257 5.066 0.7 -1.2 -0.1
H -1.251 0.625 2.481 0.1 0.4 -0.1
H 4.402 -0.743 -1.918 0.1 -0.2 0.5
H -2.279 -2.591 0.463 0.4 0.1 0.3
C -2.980 -5.424 -0.954 -0.9 0.6 -0.4
H 0.480 -4.035 3.033 0.3 -0.1 -0.2
O 1.379 -0.133 6.255 0.7 -1.6 -0.8
H -4.071 -5.838 1.270 -0.2 0.7 0.6
H 1.536 -0.396 1.509 0.9 -1.2 0.4
C 6.199 -0.539 -0.408 -0.1 -0.7 -0.4
C -3.534 -8.158 2.264 0.4 0.8 -1.1
O 0.838 -3.001 4.749 2.0 0.8 -0.5
H -1.032 -4.505 -6.189 -0.3 -0.2 0.5
H -0.440 -0.609 4.314 -0.5 0.7 0.4
H -1.065 -7.234 3.382 -0.7 0.0 -0.3
N -4.473 -6.497 0.631 1.2 -0.6 -0.7
C 0.751 3.994 -0.485 0.7 -1.2 -1.0
H -2.030 2.601 -3.061 0.9 -0.3 0.2
C 0.463 0.854 6.455 -0.3 1.6 -0.5
H 7.732 5.042 -2.033 -0.2 0.0 0.1
H 1.300 -1.202 8.092 -0.4 -0.4 -0.4
H 1.960 2.842 1.624 -0.4 -0.2 0.4
C -2.894 -0.518 3.229 0.2 -0.4 -0.3
C 3.831 -0.657 4.465 -0.4 -0.5 -1.7
H -0.708 -4.240 5.027 -0.6 -0.9 -0.4
H 4.599 5.023 2.268 0.5 0.7 0.0
C -4.431 3.583 0.005 0.1 0.1 0.8
H -3.400 4.671 -1.614 -0.1 0.6 0.1
C -5.014 1.158 -0.831 -1.4 0.8 -0.8
H 2.161 6.191 3.347 0.5 -0.3 -0.8
H -3.792 -0.341 0.007 1.4 -0.4 0.8
H 0.530 -1.314 -0.359 0.3 0.1 0.1
H 4.590 5.475 -0.291 1.6 -1.0 -1.0
C -1.824 0.570 3.410 -1.0 -0.5 0.8
H -4.982 -8.498 0.754 -0.4 -1.0 -0.9
H -2.838 4.066 -3.646 0.5 1.1 -0.4
H -2.656 -3.790 2.923 0.3 -0.3 0.1
H 0.298 6.655 -0.230 0.9 -0.2 0.0
H -2.168 -2.502 -3.240 0.0 -0.5 0.5
H -3.638 -7.485 -1.051 0.4 0.6 0.5
O 5.841 4.241 -2.459 0.2 1.7 -0.2
```
Positions in Å, forces in eV/Å.

- HOMO-LUMO gap: 8.6 eV

# 2
Here is 12 unconnected molecules or ions with the total composition C53H127F3N2O10 in a non-equilibrium geometry from the OMol25 dataset. Energies are from wB97M-V/def2-TZVPD.

```
195
Properties=species:S:1:pos:R:3:forces:R:3
H -5.614 -1.583 3.722 -0.3 -0.1 0.1
O -0.384 -2.259 -0.726 0.2 0.1 0.9
H -1.963 -4.078 5.039 -0.4 -0.4 0.6
H -0.052 -7.084 -2.133 0.0 0.1 0.3
C 8.377 3.307 -5.432 1.7 0.6 -0.2
O 5.041 -4.523 -1.058 -0.6 0.0 -0.2
H -3.802 -3.524 -2.068 -0.2 -0.4 0.0
C 0.896 2.888 -2.136 -0.8 0.7 0.0
H -3.922 3.843 -3.709 -0.5 0.3 -0.3
H 6.022 -2.758 -1.599 0.4 -0.1 0.1
H -2.447 3.456 7.700 -0.4 0.1 0.3
H -3.112 2.720 4.262 -0.2 0.0 -0.1
H -0.157 -0.288 -1.368 -0.1 -0.3 -0.2
C 3.994 3.766 5.294 0.2 1.4 0.0
H 2.430 4.449 -2.334 0.1 -0.2 0.1
H 3.103 6.622 1.977 -0.1 0.0 0.2
H -3.818 6.848 -1.264 0.0 0.1 0.0
C 1.084 0.469 -5.498 -0.5 -1.4 0.3
H 4.628 -4.306 1.388 -0.1 0.0 -0.2
H -4.391 1.333 -4.257 -0.3 0.2 -0.2
C -2.945 1.650 4.095 1.0 0.2 0.2
H 2.317 3.408 0.034 0.2 0.1 0.1
H 3.194 2.235 3.162 -0.3 0.0 -0.5
H -0.741 -6.607 -3.665 0.0 0.1 -0.1
C -5.006 -0.105 -2.804 0.2 -1.3 -0.2
H 0.470 2.056 1.995 -0.4 -0.2 -0.3
H -3.785 3.106 1.934 -0.3 0.0 0.2
H 0.157 -4.688 -1.512 0.3 0.2 -0.2
H 8.430 4.281 -3.558 -0.1 0.0 0.2
C -1.125 -4.763 5.151 0.4 0.9 -0.2
C -3.774 1.153 2.933 -0.5 0.8 0.0
H 0.010 0.364 2.360 0.0 0.0 0.0
H 1.574 0.528 4.341 0.3 0.0 -0.1
H 0.674 -3.856 2.484 -0.2 0.1 -0.2
H -4.485 1.770 0.986 0.0 0.1 0.0
H 6.077 2.182 -0.132 -0.4 0.0 0.0
F -3.832 -1.565 0.233 0.5 0.3 -0.8
H -6.041 1.570 -3.518 0.1 0.2 -0.6
O -4.360 -3.908 -2.774 0.4 0.0 -0.3
C -5.755 -5.066 -1.144 0.7 -0.2 -0.7
C -4.989 1.313 -3.347 -1.0 -0.1 0.9
H -4.290 1.082 5.486 -0.1 -1.0 0.7
H 2.130 -0.176 -0.874 0.4 0.0 -0.6
H -1.872 -0.867 -6.705 0.1 0.0 -0.3
C -5.522 -3.725 3.477 1.1 1.4 -1.5
C 1.521 4.246 -1.761 -0.3 -0.5 0.1
H 4.555 0.206 -4.990 -0.1 -0.3 0.0
H 0.915 -5.959 2.801 0.2 -0.3 0.1
C -1.387 -5.841 1.454 0.5 -1.0 -0.9
H 0.801 5.003 -2.087 0.0 0.2 0.2
H -6.238 -4.522 -3.219 0.2 -0.3 0.0
H 3.437 4.712 5.247 -0.3 -0.2 0.1
H 5.898 3.828 -2.023 -0.1 0.0 0.2
H -4.112 -6.067 -1.396 0.0 -0.2 -0.4
H 0.832 4.281 0.283 -0.1 -0.1 -0.1
H -1.931 -1.732 -1.902 -0.1 0.2 -0.2
H -2.757 1.952 1.145 0.1 -0.1 0.1
H -3.374 2.129 -2.273 0.0 -0.1 0.3
H -2.303 -6.162 0.939 -0.2 0.8 -0.1
H -6.780 -5.351 -0.906 -0.1 0.2 0.1
H -5.664 -0.794 -3.344 -0.3 0.4 -0.2
H 1.292 -5.521 4.509 0.0 0.5 -0.2
H -2.556 -4.767 2.977 0.0 0.0 -0.3
H -0.308 2.532 -0.333 -0.1 0.1 0.0
H 0.200 -0.546 0.303 0.0 -0.2 0.1
H 5.651 4.623 6.429 0.1 0.0 -0.1
H 8.629 4.178 -6.046 -0.2 -0.3 -0.5
C 6.973 2.667 -3.432 1.0 0.3 -0.4
H -2.298 0.150 -4.511 0.2 -0.2 0.3
H 1.929 6.467 -0.061 -0.1 -0.1 -0.2
C -0.134 -0.102 -4.729 -0.2 0.3 -0.5
H -5.782 -3.182 5.502 0.0 0.1 0.0
C -1.484 0.530 -5.136 0.0 -0.4 0.4
H -5.108 -4.761 5.043 -0.4 0.1 0.7
H -4.827 1.220 3.235 0.0 -0.6 0.1
F -2.429 -0.005 -0.359 0.0 0.2 -0.1
C 0.147 -4.954 -2.574 -0.3 -0.6 0.3
C -5.771 -2.326 2.933 -0.7 0.7 0.8
C -4.541 3.799 -2.807 0.8 -1.0 0.1
H 9.374 2.920 -5.175 -0.1 0.1 0.4
H 4.341 4.023 7.418 0.1 -0.3 0.1
H 1.559 2.039 -1.958 0.2 0.1 0.0
H 2.303 -1.811 -0.348 -0.2 -0.4 -0.1
C 4.918 3.822 6.515 -0.4 -0.2 -0.5
H 4.432 -2.516 -0.946 -0.5 -0.7 -0.5
C -2.518 1.635 6.620 -0.9 -0.7 -0.2
O -0.501 -3.946 -3.331 0.0 0.0 0.3
H -2.963 0.507 -6.725 0.1 0.2 -0.2
F -2.003 -1.348 1.302 0.4 0.3 0.0
H 1.886 5.346 2.297 0.0 0.2 0.0
C -3.700 2.045 1.689 0.5 -0.2 -0.2
H 3.572 4.941 2.024 0.0 -0.1 -0.2
H -6.149 -3.178 -2.101 -0.2 0.0 0.1
H 1.057 1.557 -5.564 0.0 0.1 0.1
H -6.811 -2.248 2.611 0.0 0.0 0.0
C -4.097 6.226 -2.114 0.1 -0.2 0.0
O -2.163 -3.542 -1.051 -0.6 0.6 1.4
C 0.814 1.097 2.400 -0.1 1.2 0.5
H -2.843 -0.099 5.343 -0.6 -0.3 0.2
C -1.785 -2.269 -0.942 0.1 0.4 -2.0
N -5.483 -3.849 4.820 0.4 -1.0 0.0
H 6.123 2.259 -3.985 -0.3 0.5 0.1
H -1.078 -4.276 0.261 -0.4 -0.1 -0.4
C 2.381 -0.033 -4.854 -0.5 -0.2 1.0
H 0.061 0.008 -3.658 -0.2 0.1 0.1
C 6.208 1.831 -1.162 0.3 0.8 0.6
H 7.548 3.455 -1.508 0.1 0.2 -0.2
C -1.744 -5.488 2.868 -0.5 -0.7 1.2
H -5.591 4.011 -3.017 0.1 0.4 -0.2
H 8.021 2.466 -6.028 -1.0 0.4 0.1
C 1.260 1.452 3.837 0.4 -1.6 -0.4
H 2.333 0.188 -3.777 0.1 0.5 -0.1
H -0.845 -6.795 1.359 0.2 0.1 0.7
H -5.277 -4.542 -0.309 -0.3 0.0 0.2
H -1.247 -5.692 5.702 -0.8 -0.2 -0.6
H 1.909 3.423 3.583 0.5 0.2 -0.1
H -0.843 1.716 -1.793 -0.4 0.1 0.1
H 5.737 -5.058 -0.663 0.2 0.2 -0.1
H -5.151 -1.948 2.123 0.2 -0.9 -0.2
O -1.894 -6.159 -2.051 -0.6 -0.6 0.5
H -5.320 -0.189 -1.762 0.2 0.2 0.1
H -2.656 0.999 7.498 0.3 -0.1 0.0
O -5.052 -6.284 -1.389 -0.2 0.1 0.3
C -3.136 2.979 7.001 0.7 0.4 -0.3
H 3.635 1.634 -5.262 -0.1 0.0 -0.2
C 1.750 -1.188 -1.052 -0.6 0.7 0.8
H -3.474 0.127 2.714 -0.3 -0.1 -0.1
C 0.281 -1.022 -0.682 0.4 0.2 -0.1
C 1.783 4.320 -0.257 -0.2 0.2 -0.2
H 7.665 1.815 -3.468 0.2 0.1 0.3
H -0.362 -4.257 5.745 0.1 0.2 -0.4
H -1.251 0.728 -7.269 -0.2 -0.1 -0.4
C -1.924 0.215 -6.585 0.6 0.4 1.1
H 2.414 -1.126 -4.768 -0.1 -0.1 -0.8
C 6.665 3.047 -2.002 -0.6 -1.0 0.2
H 0.412 1.758 4.456 -0.1 0.4 -0.3
H 6.979 4.638 -4.449 -0.2 -0.2 0.0
C 5.315 -3.153 -0.867 0.2 1.0 1.2
C -4.453 2.327 -2.353 1.5 0.6 -0.1
H 1.174 -5.069 -2.925 0.0 0.0 -0.1
H -1.147 3.469 -1.611 0.0 -0.1 0.1
H 1.848 -1.518 -2.083 0.2 0.0 0.0
H 6.003 -1.900 0.838 -0.3 0.1 -0.1
H -1.892 1.591 3.785 0.1 -0.1 0.3
H -1.420 1.590 -4.872 -0.2 0.2 -0.5
H 0.640 2.920 -3.199 0.3 -0.2 -0.1
H -3.440 6.474 -2.950 -0.1 0.2 0.0
C -0.450 2.657 -1.407 0.9 -0.5 -0.4
C -0.617 -6.283 -2.625 0.3 0.4 -0.7
C 5.735 -2.927 0.598 0.7 -0.6 -0.9
N -0.641 -4.959 3.747 1.7 0.3 0.3
H -4.829 2.242 -1.329 -0.4 -0.3 -0.2
C -5.681 -4.140 -2.363 -0.2 0.5 0.6
H -2.042 -6.402 3.391 -0.3 0.0 -0.2
H 3.703 0.391 -6.522 -0.1 0.0 0.0
C -0.106 -3.645 3.201 -0.3 0.5 0.7
H 7.060 1.152 -1.044 0.0 -0.2 -0.4
H -2.877 4.561 -1.569 0.0 -0.2 -0.4
H 4.681 0.353 -0.908 0.0 -0.1 -0.1
H -1.185 -3.616 -2.716 0.1 -0.1 -0.4
C 2.771 5.616 1.717 0.0 0.1 -0.2
H -0.914 -3.065 2.761 0.0 -0.2 -0.2
C 3.624 0.554 -5.445 0.8 0.6 -0.1
H 3.487 5.666 -0.254 -0.2 0.0 -0.4
C -3.934 4.752 -1.779 -0.6 -0.2 0.7
H 4.605 3.858 4.388 0.1 -0.6 0.0
H 5.232 0.562 -2.583 -0.3 0.0 -0.1
H -1.448 1.675 6.412 0.1 0.3 0.1
H 0.268 -3.061 4.043 0.2 -0.2 0.0
H -4.130 2.870 7.433 0.1 -0.1 0.2
H -3.235 3.702 6.187 0.1 -0.2 -0.2
O -0.574 -4.906 0.823 0.0 0.3 0.1
H 3.634 1.705 5.533 -0.3 -0.3 -0.3
C 0.536 -5.884 3.816 -0.4 -0.4 -0.1
C 2.381 2.476 3.850 0.2 -0.5 1.0
C 3.049 2.579 5.236 -0.3 0.8 -0.3
O -5.198 -4.645 2.750 -0.1 -0.3 0.2
C -3.210 0.922 5.438 0.5 1.7 -1.1
H 4.118 1.736 -1.815 0.1 0.1 -0.2
H -5.126 6.455 -2.396 0.0 0.1 0.0
C 4.981 1.086 -1.660 0.3 -0.1 0.3
H 0.210 -6.832 4.244 -0.1 -0.1 -0.4
C -2.511 -1.266 0.029 -0.6 -1.9 1.5
H 5.432 2.859 6.549 0.2 0.1 0.5
H 6.655 -3.517 0.741 0.0 0.0 0.3
C 7.664 3.828 -4.190 -0.4 -1.2 -0.2
H -4.418 4.500 -0.826 -0.1 0.3 0.1
H 1.622 0.799 1.731 0.2 -0.3 0.3
H 0.989 0.044 -6.501 0.3 0.4 -0.2
C 2.498 5.574 0.206 0.7 -0.1 0.6
H -2.079 -5.267 -1.725 0.4 0.3 -0.2
O 4.705 -3.351 1.463 0.0 0.2 0.4
H -0.201 -1.176 -4.920 0.2 -0.1 0.1
H 2.223 2.708 5.944 0.3 0.0 0.4
H -4.060 -0.640 -2.943 0.3 0.4 0.4
```
Positions in Å, forces in eV/Å.

- HOMO-LUMO gap: 8.0 eV

Number 1: HOMO energy -0.2984 hartree, total energy -93993.528 eV, lowest unoccupied orbital energy 0.5 eV. Number 2: HOMO energy -0.3097 hartree, total energy -88626.171 eV, lowest unoccupied orbital energy -0.4 eV.